Here is C25H33BiI2NOP3 as an isolated structure in a non-equilibrium geometry from the Open Molecules 2025 dataset. Energies are from the ωB97M-V functional and the def2-TZVPD basis.

Positions of all 66 atoms, in Å:
I1 -1.64 -2.52 0.89
I2 1.10 -2.63 2.32
Bi1 0.66 1.69 -0.53
P1 0.10 -3.56 -0.68
C1 -0.03 -5.09 0.36
C2 -1.01 -3.84 -2.15
H1 -0.95 -4.98 -2.22
H2 1.83 -4.79 -1.53
H3 -0.54 -3.33 -3.02
H4 1.61 -3.24 -2.50
H5 -1.04 -5.08 0.74
H6 -2.03 -3.45 -1.91
C3 1.71 -3.69 -1.51
H7 0.16 -6.00 -0.21
H8 2.47 -3.16 -0.90
H9 0.69 -4.93 1.17
P2 0.18 4.12 -0.91
C4 0.18 4.92 0.77
C5 1.77 4.24 -1.92
H10 -1.14 3.70 -3.03
H11 -1.88 5.05 -2.07
H12 -1.95 3.34 -1.48
C6 -1.31 4.10 -2.00
H13 1.72 3.77 -2.94
H14 2.26 5.23 -1.98
H15 0.34 6.02 0.79
H16 1.00 4.45 1.36
H17 2.41 3.58 -1.28
H18 -0.77 4.69 1.32
C7 -1.08 1.59 2.44
O1 -1.45 1.50 3.60
N1 -0.68 1.69 1.30
P3 1.17 -2.00 4.78
C8 2.10 -0.43 4.77
C9 1.34 0.76 4.81
C10 1.97 1.95 4.47
C11 3.31 2.00 4.11
C12 4.01 0.80 3.93
C13 3.41 -0.42 4.25
C14 -0.66 -1.83 5.05
C15 -1.29 -1.85 6.32
C16 -2.63 -1.47 6.35
C17 -3.39 -1.16 5.20
C18 -2.84 -1.35 3.94
C19 -1.50 -1.66 3.95
C20 1.78 -2.78 6.26
C21 1.93 -4.17 6.41
C22 2.26 -4.65 7.69
C23 2.53 -3.75 8.73
C24 2.42 -2.38 8.56
C25 2.11 -1.88 7.29
H19 0.27 0.71 5.01
H20 1.35 2.85 4.49
H21 3.79 2.97 3.94
H22 5.02 0.83 3.50
H23 3.91 -1.36 3.97
H24 -0.71 -2.05 7.19
H25 -3.10 -1.37 7.32
H26 -4.41 -0.77 5.26
H27 -3.43 -1.15 3.00
H28 -0.99 -1.91 3.02
H29 1.78 -4.83 5.56
H30 2.37 -5.72 7.87
H31 2.81 -4.12 9.71
H32 2.62 -1.67 9.38
H33 2.13 -0.81 7.13

Summary:
**ΔE to the lowest compared entry with this formula, charge and spin**: 1.878 eV
**LUMO level (alpha / beta)**: -7.7 / -6.2 eV
**Spin multiplicity**: 1
**HOMO (alpha / beta)**: -11.386 / -12.641 eV
**Charge**: +2
**Orbital gap (alpha / beta)**: 0.134 / 0.239 Ha
**E_tot**: -79888.018 eV

Atomic partial charges in e from the natural (NBO) method, atoms 1 to 4: I -0.213; I 0.066; Bi 1.018; P 0.964